{
  "formula": "C3H5N3O",
  "method": "ωB97M-V/def2-TZVPD",
  "e_homo_ev": -7.6,
  "lumo_ev": 0.88,
  "smiles": "Nc1c[nH]c(O)n1",
  "gap_ev": 8.49,
  "species": ["N", "C", "C", "N", "C", "O", "N", "H", "H", "H", "H", "H"],
  "positions_angstrom": [[-1.439, 1.676, -0.047], [-0.553, 0.602, 0.085], [-0.344, -0.239, 1.143], [0.708, -1.080, 0.736], [1.040, -0.690, -0.497], [2.007, -1.254, -1.229], [0.320, 0.310, -0.944], [-1.606, 1.885, -1.023], [-2.318, 1.535, 0.433], [-0.798, -0.325, 2.118], [1.136, -1.827, 1.258], [1.870, -0.637, -2.025]]
}

---

{
  "formula": "C3H5N3O2S",
  "method": "ωB97M-V/def2-TZVPD",
  "multiplicity": 3,
  "e_homo_ev": [-7.2, -9.2],
  "lumo_ev": [0.92, -3.48],
  "s2": 2.008,
  "gap_ev": [8.09, 5.68],
  "species": ["C", "C", "C", "N", "N", "N", "O", "O", "S", "H", "H", "H", "H", "H"],
  "positions_angstrom": [[-1.103, 0.289, 0.152], [-0.412, -1.742, 0.552], [-1.253, 1.743, -0.125], [-2.171, -0.484, -0.029], [-1.664, -1.745, 0.236], [3.562, -1.217, -0.286], [2.591, 1.081, 0.071], [0.024, -0.465, 0.565], [2.761, -0.257, 0.562], [-1.266, 2.431, 0.705], [-0.431, 2.227, -0.710], [-2.272, 1.786, -0.744], [-2.293, -2.551, 0.205], [3.926, -1.098, -1.153]]
}

---

{
  "formula": "C3H5N3O2S2",
  "method": "ωB97M-V/def2-TZVPD",
  "e_homo_ev": -9.0,
  "lumo_ev": -0.61,
  "gap_ev": 8.38,
  "species": ["C", "C", "C", "N", "N", "N", "O", "O", "S", "S", "H", "H", "H", "H", "H"],
  "positions_angstrom": [[-2.608, -1.523, -0.519], [-4.326, -0.560, -0.097], [4.395, 1.556, 0.371], [-3.893, -1.649, -0.668], [-3.488, 0.257, 0.423], [-2.314, -0.359, 0.146], [-4.051, 2.595, -0.931], [-1.886, 2.252, 0.047], [3.588, 2.710, -0.484], [-3.280, 2.457, 0.305], [-1.834, -2.221, -0.824], [-5.402, -0.221, -0.182], [5.486, 1.555, 0.481], [3.743, 0.936, 1.021], [-1.456, -0.063, 0.460]]
}

---

{
  "formula": "C3H5N3OS",
  "method": "ωB97M-V/def2-TZVPD",
  "e_homo_ev": -8.6,
  "lumo_ev": -0.11,
  "smiles": "CNn1cnc(=S)o1",
  "gap_ev": 8.52,
  "species": ["C", "C", "C", "H", "H", "H", "H", "H", "N", "N", "N", "O", "S"],
  "positions_angstrom": [[1.652, -0.118, 1.337], [-1.054, -0.883, -0.751], [-1.873, 1.078, -1.050], [1.336, -0.998, 1.918], [2.732, 0.019, 1.358], [1.158, 0.782, 1.725], [1.448, -1.052, -0.528], [-0.901, -1.970, -0.738], [1.190, -0.187, -0.054], [-0.172, -0.006, -0.167], [-2.059, -0.277, -1.285], [-0.555, 1.282, -0.681], [-2.903, 2.330, -1.083]]
}

---

{
  "formula": "C3H5N3S",
  "method": "ωB97M-V/def2-TZVPD",
  "e_homo_ev": [-7.7, -7.7],
  "lumo_ev": [0.21, 0.21],
  "gap_ev": [7.88, 7.88],
  "species": ["C", "C", "C", "N", "N", "N", "S", "H", "H", "H", "H", "H"],
  "positions_angstrom": [[0.022, -1.448, -0.133], [0.712, 0.772, -0.111], [-1.704, 0.207, 0.169], [2.411, -0.838, -0.072], [-0.263, -0.207, -0.028], [1.934, 0.325, -0.119], [3.644, 0.505, 0.108], [-0.802, -2.068, -0.124], [0.419, 1.812, -0.449], [-1.777, 1.060, 0.882], [-2.357, 0.425, -0.824], [-2.238, -0.547, 0.701]]
}

---

{
  "formula": "C3H5N3S2",
  "method": "ωB97M-V/def2-TZVPD",
  "e_homo_ev": -8.8,
  "lumo_ev": -0.48,
  "gap_ev": 8.28,
  "species": ["C", "C", "C", "H", "H", "H", "H", "H", "N", "N", "N", "S", "S"],
  "positions_angstrom": [[-1.441, 0.788, -0.321], [-0.160, -0.055, -0.408], [3.425, 0.398, 0.216], [-2.267, -1.557, 0.738], [-3.836, -0.978, 0.529], [-1.211, 1.863, -0.679], [-0.233, -1.123, -0.839], [3.133, 1.378, 0.948], [-2.891, -0.898, 0.209], [-2.638, 0.443, -0.043], [0.928, 0.451, 0.011], [2.173, -0.596, -0.358], [5.018, -0.113, -0.003]]
}

---

Calculated energy relative to the best compared isomer or geometry (same formula, charge and spin) (kJ/mol), listed in the same order as above: 62.2; 354.7; 103.1; 361.6; 764.1; 331.8